C11H23N2O2 | ωB97M-V/def2-TZVPD

Bonds (Å) are listed after each position.
Element x y z (Å)
1 C -0.53 -1.27 -0.41  C3 1.498, N12 1.387, O14 1.181
2 C 0.97 0.36 0.59  N12 1.761, N13 1.509, O15 1.382, H16 1.111
3 C 0.72 -1.95 0.05  C1 1.498, C4 1.504, C5 1.492, O15 1.501
4 C 1.37 -2.86 -0.96  C3 1.504, H17 1.164, H18 1.197, H19 1.079
5 C 0.15 -2.63 1.25  C3 1.492, H20 1.098, H21 1.133, H22 1.109
6 C -2.61 -0.10 1.22  C11 1.551, H23 1.036, H24 1.145, H25 1.048
7 C -1.51 2.16 0.63  C11 1.590, H26 1.132, H27 1.101, H28 1.087
8 C -2.73 0.85 -1.17  C11 1.529, H29 1.052, H30 1.050, H31 1.098
9 C 2.44 2.30 0.45  N13 1.522, H32 1.095, H33 1.048, H34 1.101
10 C 2.27 0.78 -1.52  N13 1.476, H35 1.044, H36 1.069, H37 1.080
11 C -1.90 0.71 0.11  C6 1.551, C7 1.590, C8 1.529, N12 1.482
12 N -0.58 0.10 -0.20  C1 1.387, C2 1.761, C11 1.482
13 N 1.55 1.38 -0.37  C2 1.509, C9 1.522, C10 1.476, H38 1.061
14 O -1.37 -1.91 -0.94  C1 1.181
15 O 1.65 -0.84 0.42  C2 1.382, C3 1.501
16 H 0.97 0.74 1.63  C2 1.111
17 H 2.02 -2.24 -1.69  C4 1.164
18 H 0.44 -3.45 -1.44  C4 1.197
19 H 2.05 -3.58 -0.53  C4 1.079
20 H -0.42 -1.88 1.80  C5 1.098
21 H 1.01 -3.12 1.80  C5 1.133
22 H -0.56 -3.48 1.11  C5 1.109
23 H -2.57 -1.08 0.89  C6 1.036
24 H -1.86 -0.33 2.06  C6 1.145
25 H -3.48 0.24 1.69  C6 1.048
26 H -2.55 2.62 0.61  C7 1.132
27 H -0.73 2.60 -0.01  C7 1.101
28 H -1.11 2.02 1.63  C7 1.087
29 H -2.05 0.92 -1.97  C8 1.052
30 H -3.28 -0.04 -1.30  C8 1.050
31 H -3.47 1.65 -1.02  C8 1.098
32 H 3.10 2.84 -0.23  C9 1.095
33 H 1.79 2.94 0.97  C9 1.048
34 H 2.95 1.64 1.16  C9 1.101
35 H 3.14 0.30 -1.21  C10 1.044
36 H 1.62 0.12 -2.05  C10 1.069
37 H 2.38 1.52 -2.30  C10 1.080
38 H 0.73 1.95 -0.72  N13 1.061

For the HOMO-LUMO gap, the calculation gives 0.37360 Eh. As for the SMILES: C[NH+](C)[C@@H]1OC(C)(C)C(=O)N1C(C)(C)C. As for the charge: +1. The LUMO energy comes out at -2.858 eV. The strongest force on any atom comes out at 4.24 eV/Å. For the HOMO energy, the calculation gives -13.0 eV.

Löwdin atomic charge list, values in e, 5 entries: number 1, C, carries -0.50; number 2, C, carries -0.13; number 3, C, carries -0.46; number 4, C, carries 0.02; number 5, C, carries 0.01